Record 1
C15H29Br3FO10S2 | wB97M-V/def2-TZVPD

Results
Frontier orbital gap, hartree: 0.19327
Net charge: -1
Relative energy (zero: lowest compared OMol25 entry of this formula, charge and spin), eV: 0.0231
LUMO, eV: 1.77
HOMO, eV: -3.49

Geometry (Å):
F -0.45 0.37 1.28
O 0.18 1.75 5.53
C 1.29 2.26 5.61
O 1.49 3.45 6.27
C 2.87 3.80 6.15
C 3.58 2.50 5.80
C 2.51 1.68 5.00
H 3.19 4.33 7.05
H 2.91 4.57 5.38
H 3.87 2.07 6.76
H 4.49 2.55 5.20
H 2.42 0.62 5.22
H 2.47 1.90 3.94
O -0.21 -3.30 4.14
C 0.35 -4.33 3.73
O 0.77 -5.28 4.57
C 1.26 -6.39 3.82
C 1.74 -5.80 2.53
C 0.73 -4.69 2.28
H 0.41 -7.06 3.65
H 2.06 -7.05 4.16
H 1.93 -6.53 1.74
H 2.73 -5.33 2.59
H -0.05 -5.16 1.68
H 1.06 -3.76 1.82
O 1.54 -2.76 -4.93
S 0.37 -1.91 -4.94
O 0.31 -0.68 -5.75
O -0.97 -2.78 -5.17
C -1.77 -2.27 -6.21
C -2.58 -1.01 -5.91
C -0.01 -1.56 -3.16
H -2.32 -3.12 -6.61
H -1.24 -2.05 -7.14
H -3.36 -0.76 -6.63
H -1.95 -0.14 -5.70
H -3.05 -1.15 -4.93
H -1.01 -1.19 -2.98
H 0.76 -0.87 -2.82
H 0.24 -2.42 -2.53
O -5.38 1.78 -2.95
S -4.64 2.54 -1.89
O -4.37 1.96 -0.57
O -3.16 3.09 -2.58
C -2.20 3.58 -1.67
C -1.01 3.81 -2.56
C -5.42 4.20 -1.58
H -2.05 2.74 -0.98
H -2.51 4.51 -1.19
H -0.65 2.87 -2.97
H -0.17 4.11 -1.94
H -1.27 4.61 -3.26
H -4.69 4.90 -1.16
H -6.29 4.25 -0.93
H -5.65 4.46 -2.62
C 3.98 0.82 -0.30
Br 4.14 -1.04 0.38
Br 4.55 1.10 -2.20
Br 5.21 1.95 0.70
H 3.00 1.27 -0.18

Löwdin atomic charge list, values in e, 8 entries:
1. F -0.9429
2. O 0.1072
3. C -0.4717
4. O 0.0106
5. C -0.1825
6. C -0.1403
7. C -0.0507
8. H 0.1173

Record 2
C15H29CoOS | wB97M-V/def2-TZVPD

Results
Frontier orbital gap (alpha / beta), hartree: 0.29884 / 0.25441
2S+1: 5
Net charge: +2
LUMO (alpha / beta), eV: -7.00 / -9.15
HOMO (alpha / beta), eV: -15.13 / -16.07

Geometry (Å):
C 0.96 2.11 -1.01
H 1.80 2.58 -0.48
H 1.23 1.93 -2.06
H 1.17 -1.50 0.90
C -0.28 2.97 -0.96
H -1.09 2.48 -1.51
H -0.65 3.06 0.07
C 0.05 4.36 -1.52
H -0.80 5.04 -1.49
H 0.87 4.80 -0.94
H 0.42 4.28 -2.55
C -0.74 -1.92 0.08
C -1.19 -1.02 -0.87
C -0.10 -0.67 -1.76
C 1.09 -1.24 -1.25
C 0.76 -2.05 0.01
C 1.42 -3.44 0.10
C 2.42 -1.22 -1.93
C -0.28 -0.01 -3.09
C -2.54 -0.40 -0.92
C -1.53 -2.56 1.15
Co 0.80 0.45 -0.01
H 3.21 -1.46 -1.21
H 2.49 -1.94 -2.77
H 2.65 -0.22 -2.34
H 2.51 -3.34 0.00
H 1.21 -3.87 1.08
H 1.06 -4.13 -0.67
H -2.28 -1.88 1.58
H -2.06 -3.46 0.80
H -0.87 -2.87 1.98
H -2.53 0.57 -1.43
H -3.29 -1.02 -1.44
H -2.94 -0.22 0.10
H 0.64 0.50 -3.41
H -0.52 -0.75 -3.88
H -1.11 0.71 -3.08
C -1.02 1.61 3.70
S 0.65 1.08 3.27
C 0.44 -0.67 3.60
O 0.72 1.18 1.72
H -1.05 1.71 4.80
H -1.76 0.87 3.38
H -1.20 2.58 3.23
H -0.54 -1.02 3.26
H 1.24 -1.21 3.07
H 0.55 -0.80 4.68

Löwdin atomic charge list, values in e, 8 entries:
1. C -0.1653
2. H 0.1007
3. H 0.0775
4. H 0.1348
5. C -0.3002
6. H 0.0890
7. H 0.1010
8. C -0.0689

Record 3
C15H29DyO | wB97M-V/def2-TZVPD

Results
Frontier orbital gap (alpha / beta), hartree: 0.26791 / 0.27410
2S+1: 6
Net charge: +2
LUMO (alpha / beta), eV: -7.87 / -7.67
HOMO (alpha / beta), eV: -15.16 / -15.13

Geometry (Å):
C 1.30 2.02 0.27
H 1.50 2.35 1.32
H 2.08 1.92 -0.46
H 1.54 0.80 0.74
C 0.05 2.93 -0.27
H -0.62 2.36 -0.92
H -0.48 3.22 0.61
C 0.26 4.26 -1.08
H -0.76 4.66 -1.29
H 0.80 5.05 -0.52
H 0.75 4.14 -2.06
C -0.62 -2.09 -0.62
C -1.05 -1.06 -1.58
C 0.15 -0.40 -2.06
C 1.27 -1.01 -1.38
C 0.79 -2.04 -0.52
C 1.62 -2.99 0.29
C 2.71 -0.69 -1.67
C 0.22 0.66 -3.09
C -2.47 -0.70 -1.90
C -1.54 -3.01 0.13
Dy -0.40 0.23 0.26
H 3.35 -0.93 -0.80
H 3.12 -1.24 -2.54
H 2.85 0.38 -1.89
H 2.61 -2.56 0.52
H 1.13 -3.24 1.23
H 1.83 -3.96 -0.21
H -2.50 -2.54 0.34
H -1.74 -3.94 -0.42
H -1.10 -3.29 1.09
H -2.57 0.30 -2.34
H -2.90 -1.42 -2.63
H -3.15 -0.71 -1.02
H 1.00 1.41 -2.88
H 0.46 0.23 -4.08
H -0.71 1.21 -3.19
C -1.36 0.11 4.59
C -0.31 0.07 3.53
O -0.95 -0.57 2.33
H -2.16 0.79 4.34
H -0.88 0.43 5.49
H -1.82 -0.88 4.78
H 0.04 1.07 3.18
H 0.59 -0.51 3.76
H -1.90 -0.80 2.62

Löwdin atomic charge list, values in e, 8 entries:
1. C -0.1480
2. H 0.0979
3. H 0.0663
4. H 0.1275
5. C -0.2772
6. H 0.0522
7. H 0.0987
8. C -0.0451

Record 4
C15H29N3O3S | wB97M-V/def2-TZVPD

Results
SMILES: CCCS(=O)(=O)N1CCC(C(=O)NCCN2CCCC2)CC1
Frontier orbital gap, hartree: 0.35414
Net charge: 0
Relative energy (zero: lowest compared OMol25 entry of this formula, charge and spin), eV: 0.0877
LUMO, eV: 0.70
HOMO, eV: -8.93

Geometry (Å):
C -1.25 -5.58 -4.43
C -2.47 -4.92 -3.81
C -2.19 -4.44 -2.40
S -1.08 -3.00 -2.45
O 0.29 -3.44 -2.60
O -1.58 -2.07 -3.42
N -1.36 -2.36 -0.92
C -1.54 -0.93 -0.86
C -0.20 -0.19 -0.95
C 0.73 -0.64 0.18
C 0.20 -0.17 1.53
O -0.23 -0.91 2.40
N 0.24 1.17 1.68
C -0.11 1.85 2.90
C 1.03 2.78 3.31
N 1.37 3.67 2.22
C 0.37 4.71 1.95
C 1.16 5.92 1.42
C 2.59 5.41 1.28
C 2.65 4.34 2.36
C 0.88 -2.17 0.13
C -0.48 -2.86 0.12
H -0.98 -6.49 -3.89
H -1.45 -5.85 -5.47
H -0.40 -4.90 -4.40
H -2.76 -4.05 -4.40
H -3.31 -5.62 -3.80
H -1.69 -5.20 -1.80
H -3.08 -4.08 -1.90
H -2.18 -0.65 -1.70
H -2.04 -0.69 0.08
H 0.25 -0.44 -1.92
H -0.37 0.89 -0.92
H 1.72 -0.18 0.03
H 0.71 1.75 1.00
H -1.03 2.43 2.75
H -0.29 1.09 3.66
H 0.74 3.33 4.23
H 1.91 2.18 3.54
H -0.34 4.33 1.21
H -0.19 4.98 2.86
H 1.12 6.74 2.13
H 0.76 6.28 0.47
H 3.33 6.19 1.43
H 2.74 4.95 0.31
H 3.46 3.62 2.21
H 2.78 4.80 3.36
H 1.45 -2.51 1.00
H 1.42 -2.45 -0.77
H -0.35 -3.93 -0.05
H -0.98 -2.71 1.08

Löwdin atomic charge list, values in e, 8 entries:
1. C -0.1035
2. C -0.2854
3. C -0.2281
4. S 0.6561
5. O -0.2958
6. O -0.2869
7. N -0.2396
8. C -0.1878

Record 5
C15H29N3O3S3SiZn | wB97M-V/def2-TZVPD

Results
Frontier orbital gap, hartree: 0.29594
Net charge: 0
Relative energy (zero: lowest compared OMol25 entry of this formula, charge and spin), eV: 0.0000
LUMO, eV: 0.46
HOMO, eV: -7.59

Geometry (Å):
Zn -0.88 -0.60 0.00
C -3.00 -2.48 1.24
C -1.66 -2.71 1.95
N -0.78 -1.53 1.89
C -0.89 -0.59 3.02
C -2.28 0.02 3.21
S -2.88 1.10 1.87
C -4.31 0.22 1.20
C -4.04 -0.64 -0.04
N -2.89 -1.54 0.10
H -3.74 -2.09 1.94
H -3.37 -3.44 0.89
H -1.13 -3.52 1.46
H -1.85 -3.00 2.99
H 0.18 -1.86 1.84
H -0.17 0.21 2.84
H -0.62 -1.09 3.95
H -2.23 0.64 4.10
H -3.03 -0.75 3.41
H -5.02 1.00 0.91
H -4.79 -0.34 2.00
H -3.85 0.01 -0.89
H -4.96 -1.21 -0.26
H -2.79 -2.09 -0.74
C 1.57 3.47 -2.99
Si 2.50 3.42 -1.36
C 1.73 4.57 -0.11
C 4.27 3.98 -1.66
C 2.57 1.65 -0.70
C 3.78 0.99 -0.57
C 3.85 -0.33 -0.12
C 2.67 -0.95 0.20
N 1.48 -0.34 0.12
C 1.42 0.92 -0.34
S -0.21 1.55 -0.45
H 1.52 4.49 -3.36
H 0.56 3.09 -2.87
H 2.08 2.86 -3.74
H 1.74 5.60 -0.47
H 2.29 4.55 0.83
H 0.70 4.30 0.11
H 4.26 5.00 -2.04
H 4.78 3.36 -2.40
H 4.85 3.97 -0.74
H 4.70 1.50 -0.83
H 4.79 -0.85 -0.03
H 2.64 -1.99 0.53
C 0.46 -3.92 -2.72
S -0.32 -3.27 -1.27
O -1.59 -3.95 -1.11
O 0.60 -3.45 -0.16
O -0.52 -1.83 -1.59
H 0.61 -4.98 -2.58
H 1.40 -3.40 -2.86
H -0.21 -3.74 -3.57

Löwdin atomic charge list, values in e, 8 entries:
1. Zn 0.4808
2. C -0.1701
3. C -0.1670
4. N -0.1199
5. C -0.2516
6. C -0.4474
7. S 0.8713
8. C -0.4710

For each record above, in turn, the calculated DFT total energy values are -271012.3108; -66516.1266; -42139.4027; -37474.1391; -115443.9450 eV.